Computed, not measured: a single C4H7NS3 molecule at a distorted geometry, with ωB97M-V/def2-TZVPD.

M, g mol⁻¹: 165.3
Energy above the lowest of the compared OMol25 structures with the same formula, charge and spin, kJ/mol: 111.1
Frontier orbital gap, eV: 9.2
HOMO, Eh: -0.3171
Total charge: 0
LUMO level, eV: 0.54

```
15
Properties=species:S:1:pos:R:3:forces:R:3:lowdin_charge:R:1
C 0.597664 1.109285 -1.222985 -1.143 1.885 -0.555 -0.31
N -0.070354 1.953697 -0.495750 0.881 -1.722 -0.136 -0.34
S -0.562618 1.839784 1.117761 0.210 -0.541 -0.573 0.84
C -0.110470 0.240279 1.851601 1.589 0.259 1.079 -0.85
S -0.994107 -1.298308 1.547669 -0.616 0.295 -0.813 0.77
C -1.307555 -1.169698 -0.255622 -0.211 -0.362 0.400 -0.81
S 0.070182 -1.610490 -1.313454 -0.191 -0.176 -0.585 0.81
C 1.203237 -0.249750 -1.011683 1.086 0.473 0.840 -0.50
H 0.671949 1.510228 -2.254108 0.173 -0.418 0.436 0.11
H 0.997549 0.031841 1.812137 -1.159 0.511 -0.087 0.04
H -0.280764 0.481913 2.921198 -0.064 -0.230 -0.424 0.03
H -2.069551 -1.921378 -0.482679 0.147 -0.055 0.157 0.03
H -1.778035 -0.221122 -0.524755 0.319 0.097 0.179 0.03
H 1.554676 -0.314556 0.039904 0.131 -0.148 -0.928 0.05
H 2.078198 -0.381727 -1.729233 -1.153 0.133 1.010 0.10
```
Forces are in eV/Å.